Record 1
{"formula": "C21H27ClN2O4", "method": "ωB97M-V with the def2-TZVPD basis set", "symbols": ["C", "C", "O", "C", "C", "C", "C", "N", "C", "C", "O", "C", "Cl", "C", "C", "O", "C", "C", "O", "N", "C", "C", "C", "C", "C", "C", "C", "C", "H", "H", "H", "H", "H", "H", "H", "H", "H", "H", "H", "H", "H", "H", "H", "H", "H", "H", "H", "H", "H", "H", "H", "H", "H", "H", "H"], "positions_angstrom": [[3.40856, 2.70287, 2.19442], [1.97616, 2.33442, 1.83940], [1.98184, 1.86279, 0.50576], [0.81537, 1.47729, -0.08423], [-0.43184, 1.62764, 0.50962], [-1.61455, 1.23452, -0.10236], [-2.94083, 1.44861, 0.57636], [-3.47447, 0.18105, 1.05939], [-4.65323, 0.29615, 1.89234], [-5.94776, 0.62814, 1.13049], [-6.24864, -0.34302, 0.15744], [-1.51933, 0.63991, -1.35203], [-2.93534, 0.09524, -2.17960], [-0.29488, 0.47904, -1.97216], [0.88156, 0.90279, -1.36771], [2.00106, 0.68678, -2.12333], [3.26619, 1.18857, -1.74524], [3.97108, 0.37116, -0.65715], [4.92705, 0.80036, -0.04620], [3.47012, -0.86521, -0.51158], [3.93818, -1.81025, 0.47137], [2.90185, -2.02971, 1.58220], [1.52427, -2.29506, 1.03406], [0.43563, -1.56479, 1.49098], [-0.83462, -1.78250, 0.98752], [-1.02804, -2.73034, -0.00185], [0.04658, -3.47048, -0.46416], [1.31140, -3.25912, 0.05463], [3.72080, 3.57639, 1.62918], [4.07603, 1.88475, 1.93861], [3.48393, 2.91942, 3.25607], [1.32456, 3.21420, 1.93105], [1.60044, 1.54789, 2.50883], [-0.49993, 2.06930, 1.49040], [-2.80444, 2.10114, 1.44361], [-3.61946, 1.95397, -0.13050], [-3.70011, -0.40231, 0.25590], [-4.78276, -0.66832, 2.39913], [-4.47536, 1.05986, 2.65386], [-6.77562, 0.73734, 1.84616], [-5.83973, 1.56624, 0.58206], [-6.32946, -1.20138, 0.58915], [-0.22666, 0.02661, -2.94824], [3.22487, 2.23470, -1.43501], [3.87507, 1.12102, -2.65384], [2.64435, -1.11739, -1.03543], [4.86046, -1.40279, 0.89126], [4.16667, -2.75588, -0.02980], [2.86808, -1.14249, 2.21687], [3.22808, -2.87218, 2.19783], [0.58137, -0.81894, 2.25960], [-1.66825, -1.20384, 1.35593], [-2.01409, -2.89494, -0.40951], [-0.09941, -4.21826, -1.23033], [2.13876, -3.85464, -0.30433]], "forces_ev_per_angstrom": [[-0.33, -0.16, -0.19], [0.12, 0.17, 0.41], [-0.07, -0.11, -0.30], [0.02, -0.01, -0.08], [0.07, 0.05, -0.06], [-0.07, 0.06, -0.16], [-0.07, -0.02, -0.09], [0.02, -0.11, -0.09], [-0.38, 0.02, -0.27], [0.25, 0.21, 0.52], [0.00, -0.39, -0.29], [0.37, 0.20, 0.22], [-0.29, -0.10, -0.18], [0.18, 0.07, 0.15], [-0.31, 0.05, 0.10], [-0.13, -0.15, 0.03], [0.54, 0.32, 0.04], [-0.37, 0.00, -0.45], [0.34, 0.30, 0.10], [-0.31, -0.35, -0.10], [0.12, 0.00, 0.26], [0.16, -0.04, -0.17], [0.00, 0.03, 0.16], [0.07, -0.09, -0.02], [-0.05, -0.04, 0.05], [-0.07, -0.02, 0.00], [-0.02, -0.08, -0.11], [0.04, 0.01, 0.02], [0.07, 0.10, -0.04], [0.07, -0.05, 0.04], [0.00, 0.06, 0.12], [0.00, -0.15, -0.02], [-0.04, 0.07, -0.09], [0.04, 0.06, 0.13], [0.01, 0.01, -0.10], [0.07, 0.03, 0.13], [0.04, 0.03, 0.12], [-0.10, 0.11, 0.10], [-0.02, -0.06, 0.07], [0.08, 0.06, -0.07], [-0.03, -0.01, 0.08], [-0.05, 0.06, -0.02], [0.00, -0.05, -0.11], [0.03, -0.20, -0.01], [-0.06, 0.01, 0.16], [0.08, 0.14, -0.01], [-0.06, -0.14, -0.07], [0.04, 0.07, 0.08], [0.02, 0.00, 0.04], [0.03, 0.04, 0.06], [0.05, 0.11, 0.08], [-0.05, 0.04, 0.02], [-0.12, -0.01, -0.06], [-0.02, -0.06, -0.06], [0.11, -0.06, -0.06]], "nbo_charge": [-0.63, -0.06, -0.53, 0.31, -0.28, -0.04, -0.24, -0.64, -0.24, -0.08, -0.72, -0.04, 0.00, -0.25, 0.25, -0.50, -0.15, 0.67, -0.65, -0.62, -0.22, -0.43, -0.02, -0.23, -0.14, -0.24, -0.20, -0.24, 0.21, 0.24, 0.21, 0.17, 0.17, 0.22, 0.20, 0.19, 0.37, 0.19, 0.19, 0.16, 0.18, 0.46, 0.24, 0.22, 0.21, 0.42, 0.24, 0.19, 0.21, 0.22, 0.20, 0.23, 0.21, 0.21, 0.21], "e_homo_ev": -8.19, "e_above_lowest_kcal_mol": 30.9, "smiles": "CCOc1cc(CNCCO)c(Cl)cc1OCC(=O)NCCc1ccccc1", "energy_ha": -1687.0853, "multiplicity": 1}

Record 2
{"formula": "C11H22N6O5S", "method": "ωB97M-V with the def2-TZVPD basis set", "symbols": ["N", "C", "C", "C", "C", "C", "C", "O", "C", "C", "N", "C", "S", "O", "O", "H", "H", "H", "H", "H", "H", "H", "H", "H", "H", "H", "H", "H", "H", "N", "C", "N", "O", "H", "H", "H", "H", "N", "C", "N", "O", "H", "H", "H", "H"], "positions_angstrom": [[0.54574, -3.73037, 3.44901], [0.38203, -2.56758, 2.85612], [0.39096, -1.18172, 1.92019], [-0.58544, -1.50160, 0.64271], [-2.16964, -1.46824, 1.16613], [-3.10392, -0.43517, 0.27322], [-3.89616, 0.61662, 1.29097], [-2.95223, 1.63952, 1.84605], [1.97728, -0.88584, 1.47974], [2.31658, -1.38464, -0.05697], [2.45773, -1.57851, -1.35039], [2.46918, 0.64224, 1.82193], [1.65804, 1.98628, 0.80116], [1.47338, 1.65506, -0.69893], [0.30806, 2.49438, 1.37160], [-0.05606, -0.34387, 2.60495], [-0.49030, -0.73966, -0.24406], [-0.41711, -2.59400, 0.23096], [-2.22941, -1.06631, 2.28777], [-2.64576, -2.55702, 1.11675], [-2.49638, 0.19608, -0.51306], [-3.85463, -1.12136, -0.34436], [-4.30726, -0.04012, 2.19815], [-4.75212, 1.13168, 0.68153], [-2.95104, 2.41323, 1.19716], [2.61408, -1.60157, 2.19227], [2.14812, 0.84388, 2.95370], [3.65526, 0.74248, 1.82648], [2.54488, 3.11000, 0.84787], [4.01642, 5.60214, -2.00486], [4.22393, 4.43106, -1.37612], [4.78015, 3.47603, -2.14303], [3.93127, 4.24987, -0.20476], [4.25070, 5.77048, -2.96867], [3.59935, 6.34800, -1.46329], [4.95321, 2.57909, -1.70834], [5.02804, 3.60640, -3.10931], [-3.68210, -4.20721, -1.85123], [-2.98732, -3.11413, -2.21487], [-1.91222, -3.36552, -2.98337], [-3.30662, -1.98580, -1.87506], [-3.43491, -5.14436, -2.12105], [-4.49893, -4.06213, -1.27218], [-1.36143, -2.57016, -3.27913], [-1.63340, -4.28762, -3.27338]], "forces_ev_per_angstrom": [[-1.64, 11.04, -5.52], [1.87, -8.03, 3.44], [-0.23, -1.53, -0.16], [-1.52, -0.50, 0.37], [-0.12, 0.65, -0.07], [-0.79, 0.00, 0.68], [0.59, -1.02, -0.68], [-1.57, -0.05, -1.86], [0.68, -1.18, 0.26], [0.25, -0.21, -9.03], [-1.19, 1.62, 12.42], [0.48, -0.97, 1.57], [-4.76, 2.38, -3.54], [1.59, 0.12, 4.69], [4.52, -2.10, -0.54], [1.01, -1.42, -1.51], [0.21, -1.33, 1.97], [0.15, 2.33, 0.85], [0.29, -1.07, -2.32], [1.13, 2.36, 0.20], [-1.04, -1.31, 1.65], [1.51, 2.10, 1.74], [0.74, 1.76, -1.90], [1.43, -0.95, 1.37], [0.12, -1.72, 1.29], [-1.17, 1.70, -1.72], [0.49, -0.31, -2.55], [-2.63, -0.12, -0.53], [-0.40, -1.47, 0.12], [-0.37, 1.29, -0.06], [-0.05, -0.14, -0.13], [0.56, -1.10, -0.19], [-0.18, -0.12, 0.64], [-0.05, -0.06, 0.20], [0.15, -0.27, -0.25], [-0.12, 0.30, -0.25], [-0.09, -0.03, 0.20], [-1.05, -0.85, 0.66], [-0.05, 0.40, -0.03], [1.14, 0.24, -0.75], [0.03, -0.39, -0.73], [-0.03, 0.19, 0.06], [0.31, -0.11, -0.24], [-0.15, -0.32, 0.10], [-0.04, 0.18, 0.08]], "nbo_charge": [-0.34, 0.25, -0.27, -0.44, -0.42, -0.45, -0.08, -0.75, -0.30, 0.27, -0.30, -0.64, 1.76, -0.90, -0.90, 0.29, 0.26, 0.23, 0.21, 0.21, 0.21, 0.27, 0.18, 0.17, 0.47, 0.29, 0.28, 0.28, 0.13, -0.83, 0.78, -0.83, -0.71, 0.39, 0.41, 0.41, 0.39, -0.84, 0.77, -0.84, -0.68, 0.39, 0.41, 0.42, 0.39], "e_homo_ev": -9.26, "smiles": "N#C[C@H](CCCCO)[C@@H](C#N)C[SH](=O)=O.NC(N)=O.NC(N)=O", "energy_ha": -1535.0037, "multiplicity": 1}

Record 3
{"formula": "C4H15NO3", "method": "ωB97M-V with the def2-TZVPD basis set", "symbols": ["C", "C", "C", "N", "C", "O", "H", "H", "H", "H", "H", "H", "H", "H", "H", "H", "H", "O", "H", "H", "O", "H", "H"], "positions_angstrom": [[-1.50210, -0.72908, 2.87491], [-0.59112, 0.18839, 2.06721], [-1.14252, 0.43447, 0.71542], [-1.09684, -0.69189, -0.36908], [-0.25628, 1.51063, -0.08981], [-0.80365, 1.70874, -1.31581], [-1.99456, -1.43337, 2.07599], [-2.31028, -0.20636, 3.34745], [-0.85839, -1.28641, 3.59167], [0.51005, -0.29804, 1.98324], [-0.27355, 1.10846, 2.55010], [-2.23950, 0.66070, 0.85535], [-2.01448, -1.13457, -0.32539], [-0.33914, -1.31372, -0.29225], [0.74251, 1.06931, -0.34043], [-0.23151, 2.51299, 0.37536], [-1.08356, 0.78779, -1.71339], [2.03471, -4.19360, -0.52626], [2.66525, -3.92660, -1.22073], [2.08801, -3.62453, 0.22238], [2.47287, 2.43105, -2.72371], [2.66887, 1.55582, -3.07364], [1.66883, 2.37572, -2.33238]], "forces_ev_per_angstrom": [[0.55, -1.53, -1.49], [3.12, -1.89, 0.26], [1.15, 0.44, -2.94], [-2.48, 1.99, 1.74], [-0.67, -0.89, 1.10], [-1.98, -1.01, -3.49], [0.97, 0.82, 1.83], [-0.31, 0.29, 0.46], [-1.02, 0.12, -0.30], [-2.37, 0.60, -0.10], [-0.68, 0.39, 0.21], [1.13, 0.38, -0.66], [0.73, -0.51, -0.23], [0.86, -1.01, 0.45], [-0.17, 0.23, 1.48], [0.39, -0.62, 0.19], [0.90, 2.19, 1.50], [-0.03, -0.87, -1.42], [-0.40, 0.09, 0.86], [0.43, 0.80, 0.57], [4.01, 0.13, -1.89], [-0.08, 0.14, 0.05], [-4.05, -0.28, 1.85]], "nbo_charge": [-0.61, -0.42, -0.07, -0.88, -0.06, -0.76, 0.20, 0.21, 0.22, 0.18, 0.22, 0.20, 0.37, 0.37, 0.15, 0.18, 0.49, -0.95, 0.48, 0.47, -0.93, 0.46, 0.47], "e_homo_ev": -9.64, "e_above_lowest_kcal_mol": 43.7, "smiles": "CC[C@H](N)CO.O.O", "energy_ha": -441.8123, "multiplicity": 1}

Record 4
{"formula": "C5H4CuNaO6", "method": "ωB97M-V with the def2-TZVPD basis set", "symbols": ["O", "C", "O", "O", "Cu", "O", "C", "O", "O", "C", "C", "C", "Na", "H", "H", "H", "H"], "positions_angstrom": [[5.44839, 4.39857, 3.43646], [4.49654, 4.22244, 2.81490], [3.54995, 4.02065, 2.16693], [0.45508, 1.66438, -0.46171], [2.00878, 3.23171, 0.57305], [-0.82526, -4.04300, -0.56227], [-1.36742, -2.94674, -0.82339], [-2.56009, -2.63816, -0.59724], [-0.53215, -2.00621, -1.35508], [-1.05032, -0.70895, -1.57265], [-1.19072, 0.02618, 0.06800], [0.07589, 0.51532, -0.46791], [-2.86004, -4.78020, 0.20467], [-2.07972, -0.70818, -1.95355], [-0.57688, -0.37203, -2.50523], [-1.07732, -0.72068, 0.86010], [-1.91469, 0.84490, 0.17492]], "forces_ev_per_angstrom": [[-0.60, 0.01, -0.25], [1.09, -0.01, 0.45], [-0.92, -0.20, -0.66], [0.93, 1.14, -0.63], [-0.34, -0.65, -0.12], [-0.28, 0.32, -0.18], [-0.24, -0.95, 0.82], [-0.19, 0.09, -0.06], [0.27, 1.13, -0.53], [-2.59, -2.06, 0.36], [1.79, 0.08, -3.07], [0.52, 0.88, 3.23], [0.30, 0.27, -0.22], [-0.22, -0.35, 0.68], [0.90, 1.01, 1.01], [-0.46, -0.20, -0.87], [0.02, -0.52, 0.05]], "mulliken_spin": [0.00, 0.00, 0.00, 0.21, 0.00, 0.00, 0.00, 0.00, 0.00, 0.00, 0.10, 0.66, 0.00, 0.02, 0.00, -0.02, 0.03], "e_homo_ev": [-11.30, -11.87], "total_charge": 1, "e_above_lowest_kcal_mol": 0.0, "energy_ha": -2446.8409, "multiplicity": 2, "s_squared": 0.7530}

Question: Which formula does entry 3 have?
Answer: C4H15NO3